# 1
# C17H24N2O2

A single C17H24N2O2 molecule (ωB97M-V/def2-TZVPD, the Open Molecules 2025 dataset).

XYZ file:
```
45
Properties=species:S:1:pos:R:3:mulliken_charge:R:1
C -8.75231 -0.69836 -0.67819 -0.8311
O -8.07177 0.46362 -0.27077 -0.4487
C -6.72716 0.40232 -0.08357 0.8483
C -5.94456 -0.73555 -0.26021 -0.3791
C -4.58199 -0.68045 -0.04055 -0.8562
C -3.95344 0.49933 0.35800 0.9021
C -2.52951 0.60083 0.59555 -0.2474
C -1.61163 -0.37065 0.52582 -0.7444
C -0.19204 -0.06942 0.80017 0.6290
O 0.21568 1.04058 1.08987 -0.7033
N 0.62693 -1.15222 0.72100 -0.0842
C 2.05838 -1.06412 0.87305 -0.7095
C 2.78774 -1.23132 -0.46101 -0.4448
C 4.30064 -1.09287 -0.28406 -0.8157
N 4.64113 0.17767 0.33160 0.0306
C 5.97968 0.22781 0.89100 -0.8395
C 6.93038 0.59645 -0.26651 -0.5351
C 6.03044 1.37809 -1.23544 -0.5668
C 4.62636 1.30218 -0.59019 -0.7784
C -4.75412 1.63537 0.52989 -0.5876
C -6.11110 1.59132 0.31624 -0.5510
H -8.39525 -1.05352 -1.65031 0.3362
H -9.79939 -0.41200 -0.76312 0.2380
H -8.65635 -1.50077 0.06041 0.3350
H -6.38741 -1.66969 -0.56935 0.3798
H -3.99931 -1.57698 -0.18686 0.2534
H -2.16385 1.58499 0.86482 0.3728
H -1.86102 -1.39100 0.27278 0.1956
H 0.24921 -2.03397 0.41265 0.2551
H 2.27823 -0.07550 1.27917 0.3457
H 2.39672 -1.82629 1.58263 0.1981
H 2.41710 -0.47604 -1.15553 0.1671
H 2.57168 -2.21524 -0.88636 0.4008
H 4.79126 -1.23879 -1.26069 0.3263
H 4.64343 -1.88695 0.38523 0.4828
H 6.24196 -0.71158 1.37654 0.4125
H 5.98875 1.02161 1.64379 0.3632
H 7.77515 1.18594 0.08394 0.3769
H 7.31953 -0.30706 -0.73694 0.2411
H 6.02621 0.91903 -2.22412 0.2508
H 6.35115 2.41190 -1.34814 0.3435
H 3.83150 1.19866 -1.32567 0.2862
H 4.43392 2.20461 -0.00423 0.3863
H -4.29287 2.56212 0.83795 0.3485
H -6.72809 2.46592 0.44968 0.4171
```

The frontier orbital gap is 8.56 eV. The calculation puts the HOMO energy at -8.0897 eV. Its total charge is 0. The strongest force on any atom comes out at 0.78 eV Å⁻¹. The energy above the lowest of the compared OMol25 structures with the same formula, charge and spin comes out at 2.4179 eV.

# 2
# C17H24N2O3

A single C17H24N2O3 molecule (ωB97M-V/def2-TZVPD, the Open Molecules 2025 dataset).

XYZ file:
```
46
Properties=species:S:1:pos:R:3:mulliken_charge:R:1
C 4.50259 4.82471 0.00021 -1.2193
C 3.44347 4.50266 1.04776 -0.3473
C 2.07156 4.19781 0.44418 -0.7028
C 2.02985 2.98454 -0.48800 -0.8347
C 2.47416 1.66792 0.14827 -0.5394
C 1.60019 1.24340 1.32667 -0.2185
C 1.95556 -0.16921 1.79668 -1.0076
O 1.74191 -1.15051 0.80162 -0.4663
C 0.47993 -1.55234 0.50548 0.7656
C 0.36655 -2.42442 -0.57898 -0.9089
C -0.86025 -2.92247 -0.96169 -0.3568
C -2.01200 -2.57302 -0.26656 -0.1866
C -3.37838 -3.10857 -0.66010 1.6897
C -4.04175 -3.86075 0.49925 -1.6899
N -3.34821 -3.91588 -1.85706 -0.1218
C -4.01973 -3.37945 -2.89887 0.1722
O -4.16902 -3.82406 -4.00385 -0.6262
N -4.53505 -2.16200 -2.42803 -0.0217
C -4.25347 -1.92920 -1.11562 0.2710
O -4.61454 -0.99034 -0.45919 -0.6094
C -1.90253 -1.69526 0.80247 -0.7303
C -0.67608 -1.18669 1.18917 -0.5933
H 4.16590 5.63405 -0.64430 0.2951
H 5.42803 5.13317 0.48182 0.3892
H 4.71701 3.95771 -0.61916 0.2874
H 3.77772 3.66023 1.65575 0.2249
H 3.33588 5.36112 1.71573 0.3899
H 1.74042 5.07080 -0.12416 0.4203
H 1.35666 4.05180 1.25658 0.2934
H 1.00458 2.87038 -0.84980 0.3323
H 2.65918 3.17908 -1.35810 0.3628
H 3.51242 1.74230 0.47580 0.2274
H 2.42749 0.88463 -0.61201 0.3310
H 1.73494 1.92335 2.16875 0.3657
H 0.55157 1.27499 1.02369 0.3563
H 1.41136 -0.42395 2.71463 0.3437
H 3.02766 -0.22869 2.00590 0.4641
H 1.26384 -2.69771 -1.11120 0.4326
H -0.91466 -3.58191 -1.81426 0.4163
H -4.26605 -3.17084 1.30670 0.3236
H -3.37465 -4.63603 0.86911 0.4001
H -4.97005 -4.31761 0.16251 0.4402
H -2.92233 -4.82496 -1.89834 0.2508
H -5.09250 -1.55096 -3.00529 0.2326
H -2.78871 -1.37998 1.32974 0.3477
H -0.64048 -0.50782 2.02609 0.3547
```

The frontier orbital gap is 9.29 eV. The calculation puts the HOMO energy at -8.5902 eV. Its total charge is 0. The strongest force on any atom comes out at 0.55 eV Å⁻¹. The energy above the lowest of the compared OMol25 structures with the same formula, charge and spin comes out at 0.4093 eV.

What is the formula in the first record? C17H24N2O2